# 1
{
  "formula": "C8H20Cl2O8V",
  "method": "ωB97M-V/def2-TZVPD",
  "species": ["V", "Cl", "Cl", "O", "O", "O", "O", "O", "O", "O", "O", "C", "C", "C", "C", "C", "C", "C", "C", "H", "H", "H", "H", "H", "H", "H", "H", "H", "H", "H", "H", "H", "H", "H", "H", "H", "H", "H", "H"],
  "positions_angstrom": [[-0.903, 0.068, -0.182], [-0.555, -2.183, 1.115], [-0.651, 2.375, -1.250], [2.025, 1.353, 2.853], [-1.536, -1.004, -2.047], [1.246, -0.614, -1.026], [1.558, -1.654, -3.004], [-3.008, 0.100, 0.735], [0.159, 2.465, 3.331], [2.814, -0.017, -2.443], [0.124, 0.966, 1.587], [-3.411, -0.129, 2.080], [2.632, 0.018, 2.628], [0.716, 1.548, 2.500], [-1.676, -0.837, -3.401], [-1.215, 2.709, 3.324], [1.181, -2.960, -2.566], [3.202, 1.125, -1.752], [1.814, -0.709, -2.124], [-3.863, 0.167, 0.304], [-1.299, 0.100, -3.812], [1.988, -3.503, -2.073], [2.696, -0.627, 3.504], [-2.729, -0.870, -3.681], [-1.690, 1.782, 3.645], [2.752, 1.979, -2.258], [-4.030, -1.009, 2.254], [3.007, 1.252, -0.687], [-1.330, -1.690, -3.984], [3.654, 0.253, 2.329], [0.364, -2.826, -1.857], [-1.591, 2.872, 2.314], [4.275, 1.319, -1.782], [1.037, -3.543, -3.475], [-1.393, 3.544, 4.001], [-1.851, -1.905, -1.950], [2.198, -0.472, 1.757], [-4.055, 0.738, 2.225], [-2.656, -0.177, 2.866]],
  "lowdin_charge": [0.2024, -0.2433, -0.2683, -0.0162, -0.2468, -0.0221, 0.0054, -0.3196, -0.0080, 0.0723, -0.0436, -0.2042, -0.0102, -0.4901, -0.2093, -0.0576, -0.0366, -0.0504, -0.6261, 0.0166, 0.0905, 0.0943, 0.0907, 0.0617, 0.0846, 0.0987, 0.0651, 0.0943, 0.0752, 0.0811, 0.0659, 0.0990, 0.0912, 0.0928, 0.0982, 0.0768, 0.0673, 0.0660, 0.0621],
  "orbital_gap_ev": [2.10, 8.52],
  "spin_multiplicity": 5,
  "s_squared": 6.0046,
  "fmax_ev_per_a": 5.26,
  "total_charge": -1
}

***

# 2
{
  "formula": "C8H20ClCuN2O6SeSi",
  "method": "ωB97M-V/def2-TZVPD",
  "species": ["Se", "Cu", "Cl", "Si", "O", "O", "O", "O", "O", "O", "N", "N", "C", "C", "C", "C", "C", "C", "C", "C", "H", "H", "H", "H", "H", "H", "H", "H", "H", "H", "H", "H", "H", "H", "H", "H", "H", "H", "H", "H"],
  "positions_angstrom": [[0.620, -1.783, 2.031], [-0.713, 1.768, -0.326], [-1.360, 2.615, -2.920], [0.958, -2.781, 0.072], [-0.287, 1.743, -2.443], [0.990, 2.804, 0.012], [-0.798, 3.719, -3.625], [-2.247, 1.881, -3.758], [-2.201, 0.346, -0.608], [-2.054, 3.081, -1.734], [2.005, 1.049, 1.013], [-3.908, -0.622, 0.472], [-1.236, 1.599, 1.627], [3.178, 3.164, 0.863], [-0.683, -3.288, -0.726], [1.967, 2.303, 0.593], [-2.707, 1.212, 1.560], [2.003, -4.354, 0.270], [1.847, -1.653, -1.167], [-2.905, 0.274, 0.399], [-4.383, -0.781, 1.340], [2.877, 3.987, 1.511], [-0.525, -3.916, -1.610], [3.525, 3.589, -0.077], [1.295, -0.721, -1.295], [3.981, 2.601, 1.333], [-0.636, 0.782, 2.033], [-3.312, 2.097, 1.340], [1.188, 0.430, 0.946], [1.923, -2.133, -2.148], [2.139, -4.878, -0.681], [-3.075, 0.763, 2.490], [2.858, -1.408, -0.834], [-4.002, -1.294, -0.270], [-1.069, 2.519, 2.186], [-1.233, -2.395, -1.031], [2.774, 0.666, 1.532], [1.515, -5.032, 0.973], [2.989, -4.113, 0.672], [-1.298, -3.839, -0.014]],
  "lowdin_charge": [0.0857, 0.5228, 0.6685, -0.0415, -0.3710, -0.0220, -0.3198, -0.3146, 0.0066, -0.3598, 0.1881, 0.1905, -0.1707, 0.0080, -0.2483, -0.5353, -0.1867, -0.2601, -0.2404, -0.5007, 0.1024, 0.0873, 0.0160, 0.0879, 0.0027, 0.0736, -0.0230, 0.1224, -0.0274, 0.0204, 0.0126, 0.1081, 0.0143, 0.1153, 0.0521, 0.0048, 0.0978, 0.0114, 0.0108, 0.0116],
  "orbital_gap_ev": [6.78, 6.69],
  "spin_multiplicity": 2,
  "s_squared": 0.7538,
  "fmax_ev_per_a": 0.64,
  "total_charge": -1
}

***

# 3
{
  "formula": "C8H20ClGaNO3PtS",
  "method": "ωB97M-V/def2-TZVPD",
  "species": ["Pt", "Ga", "Cl", "S", "O", "O", "O", "N", "C", "C", "C", "C", "C", "C", "C", "C", "H", "H", "H", "H", "H", "H", "H", "H", "H", "H", "H", "H", "H", "H", "H", "H", "H", "H", "H", "H"],
  "positions_angstrom": [[-1.620, 0.802, 1.383], [1.214, -0.954, -1.471], [1.014, 0.291, 5.146], [0.677, 1.381, 3.529], [-0.767, 1.286, 3.296], [1.307, 2.652, 3.688], [1.989, -2.091, -2.610], [2.370, 0.401, -0.954], [1.394, 0.391, 2.250], [0.859, -1.040, 2.265], [-0.630, -0.364, -2.309], [-1.258, 0.782, -1.552], [-1.300, 2.059, -2.404], [-2.643, 0.359, -1.012], [-0.168, -1.474, 1.220], [0.246, -2.151, -0.001], [-1.829, 2.859, -1.878], [-3.419, 0.391, -1.783], [1.036, 0.995, 1.403], [2.482, 0.452, 2.276], [-0.651, 1.038, -0.664], [1.989, 1.334, -0.854], [-0.198, -0.153, -3.294], [-2.622, -0.666, -0.619], [-1.210, -1.287, -2.334], [-0.585, -2.583, -0.563], [-0.908, -0.516, 0.947], [0.346, -1.211, 3.216], [1.052, -2.885, 0.095], [3.146, 0.493, -1.600], [-1.810, 1.875, -3.354], [1.725, -1.708, 2.257], [-2.985, 1.091, -0.210], [2.944, -2.142, -2.593], [-0.895, -2.135, 1.717], [-0.293, 2.427, -2.628]],
  "lowdin_charge": [0.6920, 0.3992, 0.5487, 0.3626, -0.4822, -0.2745, -0.1801, -0.0305, -0.3010, -0.2248, -0.0622, -0.5206, -0.0481, -0.0951, -0.2660, -0.0664, 0.0895, 0.1097, 0.0741, 0.1236, 0.0692, -0.0005, 0.0962, 0.0754, 0.0779, 0.0869, -0.0172, 0.0751, 0.1193, 0.0127, 0.0958, 0.1375, 0.0697, 0.0131, 0.1513, 0.0897],
  "orbital_gap_ev": 4.91,
  "spin_multiplicity": 1,
  "fmax_ev_per_a": 2.32,
  "total_charge": 1
}

***

# 4
{
  "formula": "C8H20ClMnTi",
  "method": "ωB97M-V/def2-TZVPD",
  "species": ["Mn", "Ti", "Cl", "C", "C", "C", "C", "C", "C", "C", "C", "H", "H", "H", "H", "H", "H", "H", "H", "H", "H", "H", "H", "H", "H", "H", "H", "H", "H", "H", "H"],
  "positions_angstrom": [[-2.934, -1.138, -0.083], [-0.077, -0.015, -0.146], [-1.068, -1.376, 1.392], [2.318, 2.444, -0.553], [-4.220, -1.992, 1.399], [-3.085, -2.777, -1.289], [2.618, 1.283, 0.401], [-1.272, 1.358, -0.813], [3.701, 1.709, 1.410], [1.381, 0.751, 1.136], [1.054, -0.794, -1.708], [1.699, -0.083, 1.805], [1.935, -0.260, -2.084], [2.982, 0.448, -0.217], [-4.570, -1.386, 2.275], [-1.744, 2.020, -0.062], [-5.092, -2.389, 0.865], [3.177, 2.611, -1.233], [3.337, 2.589, 1.942], [-2.792, -2.608, -2.359], [3.917, 0.955, 2.171], [-4.178, -2.828, -1.103], [-2.506, -3.569, -0.767], [1.443, -1.730, -1.267], [-3.662, -2.842, 1.805], [0.355, -1.012, -2.532], [1.396, 2.255, -1.136], [-1.700, 1.482, -1.834], [4.650, 1.978, 0.935], [2.155, 3.376, 0.013], [0.784, 1.542, 1.638]],
  "lowdin_charge": [0.6394, 0.4893, 0.1975, -0.0978, -0.2177, -0.1853, -0.5282, -0.2658, -0.0947, -0.2778, -0.2296, 0.0616, 0.0031, 0.1026, 0.0136, -0.0537, -0.0189, 0.0849, 0.0743, 0.0227, 0.0696, -0.0193, 0.0193, 0.0051, -0.0136, -0.0007, 0.0479, -0.0515, 0.0735, 0.0816, 0.0688],
  "orbital_gap_ev": [5.67, 7.47],
  "spin_multiplicity": 5,
  "s_squared": 6.3579,
  "fmax_ev_per_a": 2.04
}